Entry 1:
Density functional theory data (wB97M-V/def2-TZVPD) for an isolated ion of composition C11H16N and charge +1 in a non-equilibrium geometry.

Summary:
- ΔE to the lowest compared entry with this formula, charge and spin: 64.3 kcal/mol
- Spin multiplicity: 1
- LUMO level: -6.15 eV
- HOMO energy: -13.5 eV
- Net charge: +1

Each line ends with the Mulliken charge.
Atoms and positions in Å:
N (1.161, 0.782, -2.239)  -0.25
C (1.750, 0.061, -1.361)  -0.57
C (0.269, -2.512, 1.568)  -0.79
C (1.081, -0.629, -0.291)  1.13
C (1.821, 1.441, -3.292)  -0.80
C (-0.325, -0.670, 0.035)  0.64
C (-0.957, 0.921, 1.984)  -1.45
C (-2.648, 0.501, -0.006)  -1.18
C (-1.165, 0.588, 0.545)  0.22
C (-0.654, -1.743, 0.994)  -0.45
C (2.037, -1.419, 0.313)  -1.11
C (1.655, -2.382, 1.248)  -0.46
H (-0.764, 1.417, 0.028)  0.45
H (-2.515, 0.616, -1.057)  0.44
H (-1.534, 0.390, 2.709)  0.41
H (0.095, 0.858, 2.323)  0.37
H (-3.285, -0.411, 0.200)  0.23
H (1.016, 1.670, -4.143)  0.27
H (2.608, 0.760, -3.682)  0.32
H (-0.814, -0.816, -0.837)  0.65
H (2.375, -3.140, 1.561)  0.42
H (2.254, 2.405, -3.109)  0.30
H (-0.011, -3.072, 2.445)  0.42
H (3.032, -1.320, 0.081)  0.48
H (-1.753, -1.898, 1.171)  0.31
H (-1.534, 1.874, 2.219)  0.36
H (-3.146, 1.444, 0.411)  0.35
H (2.856, -0.079, -1.373)  0.30

***

Entry 2:
Density functional theory data (wB97M-V/def2-TZVPD) for C2H3FO2S in the gas phase in a non-equilibrium geometry.

Summary:
- ΔE to the lowest compared entry with this formula, charge and spin: 36.6 kcal/mol
- Spin multiplicity: 1
- LUMO level: 0.29 eV
- HOMO energy: -10.1 eV

Each line ends with the Mulliken charge.
Atoms and positions in Å:
S (0.723, -1.539, -0.124)  0.60
F (-0.013, -1.400, -1.650)  -0.30
O (0.690, 1.521, -0.695)  -0.43
O (0.211, -2.715, 0.569)  -0.52
C (-0.267, -0.280, 0.515)  -0.36
C (-0.250, 0.998, 0.157)  0.06
H (0.922, 2.383, -0.493)  0.33
H (-0.994, -0.733, 1.090)  0.40
H (-1.021, 1.763, 0.630)  0.23

***

Entry 3:
Density functional theory data (wB97M-V/def2-TZVPD) for C29H48NOP2Pd as an isolated structure in a non-equilibrium geometry.

Summary:
- ΔE to the lowest compared entry with this formula, charge and spin: 113.3 kcal/mol
- Spin multiplicity: 6
- LUMO level (spin up / spin down): -5.53 / -9.60 eV
- HOMO energy (spin up / spin down): -9.5 / -12.8 eV
- <S²>: 8.7977
- Net charge: +2

Each line ends with the Löwdin spin population.
Atoms and positions in Å:
Pd (-0.839, 1.968, -2.741)  0.68
P (-0.886, 2.495, -5.621)  0.20
P (-0.847, -0.567, -5.281)  0.21
O (-2.339, -1.978, 1.264)  0.61
N (-3.472, -2.558, 1.547)  0.40
C (2.121, -3.954, -0.940)  0.00
C (-2.499, -1.420, -5.334)  0.02
C (-3.465, -3.678, 2.324)  0.23
C (-5.863, -3.765, 2.161)  0.36
C (1.330, 3.556, -1.923)  0.05
C (-4.675, -4.311, 2.618)  0.06
C (-2.259, 1.305, 1.105)  0.04
C (-1.488, 1.466, -7.097)  0.02
C (-0.870, 2.698, -0.691)  0.29
C (-4.628, -2.022, 1.059)  0.23
C (-0.956, 0.065, -7.048)  0.02
C (0.500, 2.492, -1.293)  0.20
C (2.455, -4.276, -2.426)  0.00
C (0.993, 1.292, -0.659)  0.29
C (0.860, 2.580, -6.282)  0.02
C (1.131, -1.537, -2.513)  0.01
C (-0.245, -3.077, -1.051)  0.01
C (0.660, -3.889, -0.483)  0.00
C (2.418, 0.936, -0.788)  0.04
C (2.916, -3.078, -3.214)  0.00
C (-0.080, -2.504, -2.434)  0.00
C (-1.125, 1.528, 0.152)  0.31
C (-1.266, 4.050, -0.117)  0.04
C (0.414, -0.273, 1.222)  0.04
C (-1.443, 4.055, -6.472)  0.04
C (0.051, 0.773, 0.226)  0.27
C (-5.844, -2.618, 1.378)  0.06
C (2.207, -1.988, -3.478)  0.00
C (0.049, -2.102, -5.911)  0.04
H (3.914, -3.254, -3.616)  0.00
H (2.332, -1.465, -4.451)  0.00
H (-2.548, -2.023, -6.253)  0.01
H (-2.197, 3.966, 0.447)  0.00
H (-6.745, -2.143, 1.004)  0.00
H (0.642, -2.589, -5.121)  0.00
H (1.619, -1.448, -1.542)  0.00
H (-1.118, -2.625, -0.525)  0.00
H (3.115, 1.466, -0.110)  0.02
H (-0.655, -2.833, -6.331)  0.01
H (-1.454, 4.752, -0.917)  0.01
H (0.048, 0.012, -7.481)  0.00
H (-2.507, -4.018, 2.679)  0.01
H (-0.475, 4.441, 0.540)  0.01
H (1.975, 3.103, -2.691)  0.01
H (1.965, 4.073, -1.243)  0.01
H (-2.645, 2.219, 1.597)  0.01
H (-3.133, 0.802, 0.631)  0.02
H (1.406, 1.661, -6.034)  0.00
H (1.378, -0.707, 0.946)  0.00
H (0.772, -0.541, -2.857)  0.00
H (2.709, 1.219, -1.788)  0.00
H (1.383, 3.419, -5.806)  0.00
H (2.669, -4.709, -0.344)  0.00
H (-1.179, 4.079, -7.547)  0.01
H (-1.892, 0.675, 1.933)  0.00
H (-4.532, -1.134, 0.444)  0.02
H (-1.576, -0.629, -7.626)  0.01
H (-4.628, -5.206, 3.209)  0.00
H (2.567, -2.987, -0.672)  0.00
H (-2.535, 4.131, -6.395)  0.00
H (0.624, 0.169, 2.202)  0.02
H (-2.597, -2.072, -4.456)  0.00
H (-6.814, -4.247, 2.397)  0.02
H (-1.221, 1.945, -8.044)  0.01
H (0.080, -3.350, -3.118)  0.00
H (0.407, -4.644, 0.293)  0.00
H (3.243, -5.077, -2.414)  0.00
H (-0.983, -1.939, -2.724)  0.00
H (-1.020, 4.944, -5.993)  0.00
H (-2.572, 1.465, -7.031)  0.00
H (0.748, -1.824, -6.717)  0.00
H (-3.300, -0.669, -5.331)  0.00
H (0.577, 4.192, -2.407)  0.01
H (0.875, 2.722, -7.380)  0.00
H (1.560, -4.723, -2.929)  0.00
H (2.647, -0.119, -0.670)  0.01
H (-0.327, -1.075, 1.327)  0.01

***

Entry 4:
Density functional theory data (wB97M-V/def2-TZVPD) for C4H9NO2 in the gas phase in a non-equilibrium geometry.

Summary:
- ΔE to the lowest compared entry with this formula, charge and spin: 28.2 kcal/mol
- SMILES: CC[C@@H](N)C(=O)O
- Spin multiplicity: 1
- LUMO level: 0.78 eV
- HOMO energy: -9.7 eV

Each line ends with the Mulliken charge.
Atoms and positions in Å:
O (-0.211, 0.891, 1.793)  -0.41
O (1.950, 0.320, 1.790)  -0.59
N (1.835, -0.577, -0.796)  -0.69
C (-1.937, 0.244, -0.376)  -1.05
C (0.861, 0.266, 1.277)  0.52
C (-0.520, 0.079, -0.962)  -0.47
C (0.580, -0.531, -0.044)  0.13
H (0.260, -1.520, 0.295)  0.23
H (2.613, -0.409, -0.165)  0.26
H (1.832, -1.530, -1.147)  0.27
H (0.314, 1.627, 2.178)  0.33
H (-2.703, -0.258, -0.973)  0.34
H (-2.337, 1.270, -0.418)  0.25
H (-0.100, 0.977, -1.388)  0.38
H (-1.939, -0.136, 0.655)  0.31
H (-0.497, -0.712, -1.721)  0.22